No. 1
2 unconnected molecules or ions with the total composition C3H10N2O, computed with ωB97M-V/def2-TZVPD.

Last column: Mulliken charge in e.
Atoms and positions in Å:
C1 0.688 -2.627 -2.156  -0.741
C2 -1.329 2.255 2.170  -0.594
C3 1.076 -0.767 -0.407  -0.140
N1 0.178 -1.349 -1.503  0.446
N2 -0.390 2.244 1.010  -0.535
O1 -0.882 -0.789 -1.884  -0.542
H1 1.496 -2.286 -2.948  0.255
H2 1.100 -3.240 -1.309  0.280
H3 -0.157 -3.130 -2.547  0.318
H4 -2.393 2.341 1.885  0.198
H5 -1.023 1.297 2.616  0.238
H6 -1.225 3.044 2.831  0.284
H7 1.743 -1.462 -0.080  0.199
H8 0.570 -0.020 0.105  -0.094
H9 0.240 3.070 1.142  0.237
H10 0.307 1.420 1.077  0.191

frontier orbital gap (alpha / beta): 8.687 / 9.165 eV
ΔE to the lowest compared entry with this formula, charge and spin: 128.4 kcal/mol
SMILES: C=[N+](C)[O-].CN
HOMO energy (alpha / beta): -8.505 / -8.636 eV

=====

No. 2
A molecular structure, C25H30IrN3O3Sb, computed with ωB97M-V/def2-TZVPD.

Last column: Löwdin spin population.
Atoms and positions in Å:
Ir1 2.196 0.232 -0.916  2.087
C1 -9.396 1.115 1.969  0.056
C2 -8.219 0.913 1.104  0.247
C3 -8.250 1.270 -0.275  0.058
C4 -7.190 1.019 -1.083  0.075
C5 -6.016 0.409 -0.549  0.194
N1 -5.017 0.119 -1.428  0.151
C6 -3.678 -0.223 -1.121  0.015
O1 -3.147 0.017 -0.071  0.022
N2 -3.048 -0.803 -2.200  0.008
C7 -1.707 -1.219 -2.236  0.004
C8 -1.364 -2.240 -3.121  0.015
C9 -0.052 -2.654 -3.217  0.003
C10 0.903 -2.035 -2.441  0.047
N3 0.586 -1.041 -1.595  0.132
C11 -0.698 -0.634 -1.480  0.028
C12 -5.951 0.078 0.838  0.067
C13 -7.027 0.326 1.627  0.062
H1 -9.801 0.137 2.264  0.023
H2 -10.188 1.679 1.486  0.000
H3 -9.114 1.592 2.911  0.015
H4 -9.134 1.748 -0.676  0.000
H5 -7.226 1.290 -2.132  0.001
H6 -5.238 0.265 -2.405  0.002
H7 -3.627 -1.158 -2.947  0.000
H8 -2.124 -2.714 -3.733  0.001
H9 0.231 -3.458 -3.883  0.000
H10 1.938 -2.349 -2.474  0.011
H11 -0.918 0.149 -0.770  0.006
H12 -5.064 -0.381 1.242  0.001
H13 -6.996 0.059 2.675  -0.001
C14 4.022 0.125 -4.476  0.031
Sb1 4.502 0.208 -2.418  0.191
C15 6.037 -1.204 -2.060  0.047
C16 5.400 2.102 -2.117  0.038
H14 4.928 0.377 -5.027  0.005
H15 3.243 0.852 -4.696  0.000
H16 3.697 -0.878 -4.742  0.000
H17 6.849 -0.941 -2.737  0.007
H18 5.686 -2.210 -2.269  0.000
H19 6.370 -1.120 -1.029  0.000
H20 5.660 2.228 -1.069  0.000
H21 4.723 2.890 -2.442  0.000
H22 6.306 2.125 -2.724  0.006
C17 2.226 -1.751 2.263  0.003
C18 2.981 -0.469 2.214  0.011
O2 3.044 0.216 1.193  0.105
C19 3.682 0.030 3.444  0.033
C20 4.163 1.346 3.503  0.292
C21 4.821 1.867 4.680  0.165
C22 5.084 1.050 5.752  0.010
C23 4.608 -0.258 5.709  0.270
C24 3.927 -0.776 4.532  0.222
H23 1.783 -1.967 1.294  0.003
H24 1.438 -1.700 3.020  0.000
H25 2.884 -2.578 2.541  0.000
H26 4.061 1.980 2.630  0.011
H27 5.094 2.914 4.715  0.005
H28 5.598 1.425 6.628  -0.003
H29 4.711 -0.899 6.577  0.010
H30 3.646 -1.823 4.527  0.008
O3 1.540 3.186 -1.594  0.048
C25 1.623 2.143 -1.188  0.152

net charge: +4
frontier orbital gap (alpha / beta): 6.612 / 4.568 eV
HOMO energy (alpha / beta): -17.901 / -19.062 eV
multiplicity: 6
expectation value of S²: 8.793

=====

No. 3
A molecular structure, C17H27IrN2O2P, computed with ωB97M-V/def2-TZVPD.

Last column: Löwdin spin population.
Atoms and positions in Å:
C1 3.615 1.683 -0.196  0.119
C2 2.474 1.970 -0.939  0.014
C3 1.259 1.308 -0.706  0.122
C4 1.182 0.430 0.395  0.275
C5 2.349 0.086 1.098  0.125
C6 3.548 0.747 0.832  0.000
C7 0.111 1.598 -1.610  0.078
C8 0.460 1.519 -3.125  0.063
N1 0.402 0.221 -3.731  0.601
Ir1 -0.574 -0.237 1.152  2.173
C9 2.297 -1.000 2.122  0.049
P1 0.671 -1.832 1.853  0.216
H1 2.514 2.721 -1.725  0.001
H2 4.425 0.508 1.431  0.000
H3 4.554 2.180 -0.427  0.006
H4 2.333 -0.637 3.160  0.005
H5 3.102 -1.738 2.004  0.007
H6 -0.759 0.973 -1.384  0.015
H7 -0.229 2.632 -1.437  0.006
H8 -0.293 2.136 -3.647  0.021
C10 0.160 -2.485 3.437  0.074
C11 1.054 -3.206 0.746  0.025
H9 1.459 1.931 -3.319  0.002
C12 1.600 -0.507 -4.007  0.072
C13 -0.860 -0.460 -3.807  0.066
H10 -1.349 -1.616 0.320  0.097
H11 2.095 -0.107 -4.909  0.034
H12 2.319 -0.423 -3.174  0.024
H13 1.354 -1.562 -4.189  0.003
H14 -0.879 -1.093 -4.707  0.014
H15 -1.042 -1.112 -2.930  0.038
H16 -1.670 0.283 -3.861  0.005
H17 1.703 -3.924 1.261  0.004
H18 0.112 -3.691 0.466  0.002
H19 1.556 -2.836 -0.156  0.000
H20 1.010 -2.464 4.129  0.009
H21 -0.663 -1.866 3.817  0.010
H22 -0.184 -3.514 3.282  0.002
H23 -1.545 -1.003 -0.121  0.099
O1 -2.234 -0.084 3.837  0.060
C14 -2.755 0.526 2.917  0.051
C15 -4.044 1.343 2.945  0.007
C16 -4.238 1.867 1.533  0.007
C17 -3.059 1.326 0.721  0.042
O2 -2.860 1.474 -0.475  0.059
N2 -2.267 0.599 1.608  0.290
H24 -4.875 0.701 3.257  0.001
H25 -3.939 2.159 3.668  0.001
H26 -5.176 1.513 1.094  0.001
H27 -4.223 2.962 1.502  0.001

net charge: +2
frontier orbital gap (alpha / beta): 7.963 / 5.815 eV
ΔE to the lowest compared entry with this formula, charge and spin: 1.9 kcal/mol
HOMO energy (alpha / beta): -13.205 / -15.446 eV
multiplicity: 6
expectation value of S²: 8.779

=====

No. 4
A single C4H5N3O molecule, computed with ωB97M-V/def2-TZVPD.

Last column: Mulliken charge in e.
Atoms and positions in Å:
C1 2.017 0.896 0.162  -0.825
C2 -0.438 1.291 -0.207  0.196
C3 -1.753 0.871 0.062  -0.239
C4 0.333 -0.811 0.021  0.522
H1 1.990 1.980 0.126  0.246
H2 2.496 0.517 -0.628  0.402
H3 2.608 0.520 0.972  0.324
H4 -0.047 2.391 -0.258  0.233
H5 -2.556 1.705 -0.048  0.302
N1 0.665 0.505 -0.063  0.097
N2 -1.976 -0.441 0.147  -0.249
N3 -0.972 -1.277 -0.023  -0.382
O1 1.317 -1.513 -0.103  -0.626

frontier orbital gap: 8.325 eV
ΔE to the lowest compared entry with this formula, charge and spin: 87.2 kcal/mol
SMILES: Cn1ccnnc1=O
HOMO energy: -9.170 eV

=====

No. 5
A gas-phase ion, C4H4Cl2N3O2 (charge +1), computed with ωB97M-V/def2-TZVPD.

Last column: Mulliken charge in e.
Atoms and positions in Å:
C1 -1.828 -1.866 -0.436  -0.406
C2 -0.519 -1.634 -0.224  0.338
C3 -1.813 -0.009 0.789  0.303
C4 1.503 0.840 0.163  0.570
N1 -0.379 -0.544 0.599  0.313
N2 -2.607 -0.828 0.126  0.000
N3 2.603 1.290 0.787  -0.339
O1 1.021 1.104 -0.862  -0.431
O2 0.790 -0.057 1.046  -0.369
Cl1 0.809 -2.640 -0.664  -0.090
Cl2 -2.119 1.261 1.805  -0.048
H1 -2.318 -2.655 -1.163  0.337
H2 -3.670 -0.819 0.015  0.318
H3 3.370 1.772 0.305  0.278
H4 2.946 1.023 1.675  0.225

net charge: +1
frontier orbital gap: 9.643 eV
ΔE to the lowest compared entry with this formula, charge and spin: 0.0 kcal/mol
SMILES: NC(=O)On1c(Cl)c[nH+]c1Cl
HOMO energy: -13.670 eV

=====

The records above give, respectively, maximum force values of 8.2; 0.5; 5.0; 5.1; 4.6 eV Å⁻¹.